Record 1
The following is a quantum chemistry calculation of a gas-phase ion, C5H7N2 (charge +1) in a non-equilibrium geometry, from OMol25.

The geometry in XYZ format:
```
14
Properties=species:S:1:pos:R:3:forces:R:3:nbo_charge:R:1
C 2.09552 0.39830 0.05573 0.103 -1.883 -0.479 -0.61
C 0.71754 0.45423 -0.60156 0.463 -1.065 -1.580 -0.15
C -0.42334 1.33150 -0.21529 -0.806 -0.081 0.279 0.53
N -1.56900 1.14755 -0.08332 2.367 1.765 -0.068 -0.24
C -2.44276 0.10473 -0.01055 -0.347 -1.026 -3.094 -0.28
C -1.14706 -1.16834 -0.19060 -2.643 -0.479 -0.270 0.18
N 0.00493 -0.86201 -0.44280 0.987 0.528 -0.720 -0.31
H 2.79705 -0.35695 -0.46668 -1.308 1.631 0.363 0.27
H 2.20170 0.16687 1.09431 -0.902 -0.538 0.775 0.25
H 2.37643 1.38946 0.03559 1.594 2.124 -0.592 0.24
H 0.96180 0.75630 -1.72407 -0.947 -1.138 2.030 0.31
H -3.18888 0.18611 -0.93654 1.536 -0.728 2.057 0.28
H -2.94070 0.12150 0.91706 -0.710 -0.610 1.103 0.26
H -1.54629 -2.23469 -0.19755 0.612 1.500 0.196 0.27
```
Forces are in eV/Å.

Calculated values
energy above the lowest of the compared OMol25 structures with the same formula, charge and spin = 502.2 kJ/mol
total charge = +1
SMILES = C[C@@H]1C#[N+]CC=N1

=====

Record 2
The following is a quantum chemistry calculation of a molecular structure, C5H7N2 in a non-equilibrium geometry, from OMol25.

The geometry in XYZ format:
```
14
Properties=species:S:1:pos:R:3:forces:R:3:nbo_charge:R:1
C 2.06197 0.26871 0.01057 1.062 3.870 1.792 -0.03
C 1.77297 -0.98391 -0.04930 -4.117 0.518 0.073 0.04
C -0.24941 0.64694 -0.08124 -0.609 0.692 0.870 0.27
C -1.31342 1.43360 -0.08237 -1.558 -1.071 -0.419 -0.38
C -1.02919 -1.74438 0.10394 1.642 -0.499 -0.916 0.08
N 1.01464 1.18204 0.06150 1.428 -0.378 -0.333 -0.57
N -0.18270 -0.80385 -0.01642 3.131 1.082 -0.182 -0.31
H 3.01465 0.81349 0.33026 -0.838 -1.566 -1.107 0.30
H 1.82808 -1.99321 -0.16076 1.042 -2.264 -0.190 0.24
H -2.25176 0.94745 -0.11828 -0.914 -0.795 -0.002 0.21
H -1.54253 2.48723 -0.11513 1.306 0.321 0.067 0.26
H -2.07935 -1.56495 0.05716 -0.720 0.143 0.299 0.22
H -0.61786 -2.79170 0.07502 -0.641 1.147 0.261 0.23
H 1.17162 2.19142 0.20932 -0.214 -1.199 -0.214 0.45
```
Forces are in eV/Å.

Calculated values
energy above the lowest of the compared OMol25 structures with the same formula, charge and spin = 485.2 kJ/mol
total charge = +1

=====

Record 3
The following is a quantum chemistry calculation of a gas-phase ion, C5H7N2 (charge +1) in a non-equilibrium geometry, from OMol25.

The geometry in XYZ format:
```
14
Properties=species:S:1:pos:R:3:forces:R:3:nbo_charge:R:1
C 2.08629 0.27117 0.22607 0.441 -0.024 -0.278 -0.64
C 0.63899 -0.02479 0.18276 -0.486 -0.291 0.268 -0.08
C 0.06085 -1.32143 -0.01711 0.211 0.526 -0.126 0.11
N -1.25314 -1.22851 -0.06697 0.454 -0.410 -0.579 -0.25
N -1.74945 -0.05714 0.31559 2.058 1.722 1.455 -0.18
C -0.39313 0.84172 0.34191 -2.727 -2.545 0.287 0.24
C -1.60880 1.30933 -0.25891 0.054 1.088 -1.156 -0.19
H 2.56332 -0.05663 -0.69763 0.058 0.066 -0.023 0.25
H 2.26058 1.33399 0.36083 0.055 0.003 0.001 0.25
H 2.56147 -0.27441 1.03978 -0.010 0.048 0.092 0.26
H 0.58684 -2.24336 -0.21459 -0.103 -0.132 0.031 0.26
H -1.89192 -2.01675 -0.16930 0.073 0.198 0.035 0.46
H -2.25884 1.98107 0.29337 -0.060 -0.260 -0.018 0.27
H -1.60306 1.48573 -1.33581 -0.017 0.011 0.012 0.24
```
Forces are in eV/Å.

Calculated values
energy above the lowest of the compared OMol25 structures with the same formula, charge and spin = 477.3 kJ/mol
total charge = +1
SMILES = Cc1c[nH][n+]2c1C2

=====

Record 4
The following is a quantum chemistry calculation of a gas-phase ion, C5H7N2 (charge +1) in a non-equilibrium geometry, from OMol25.

The geometry in XYZ format:
```
14
Properties=species:S:1:pos:R:3:forces:R:3:lowdin_charge:R:1
H -3.76086 1.16575 -0.42654 -0.425 0.226 -0.042 0.06
N -4.01484 0.18477 -0.28802 3.098 -1.606 -0.037 0.18
C -2.87672 -0.43843 0.04301 -6.844 3.019 1.220 -0.15
C -1.74857 0.37984 0.37066 3.855 -4.014 -2.725 -0.06
C -0.80853 1.07397 -0.41564 -1.655 2.561 0.547 0.06
C -0.52122 -0.40244 0.24886 -1.137 0.440 1.610 -0.01
C 0.36228 0.73645 0.43491 1.766 -0.187 1.913 -0.28
N 1.55804 0.96996 -0.42067 0.293 -0.427 -1.001 0.20
H -3.09330 -1.42158 0.45033 1.031 -0.358 -0.343 0.13
H -0.46236 -1.33772 -0.29028 0.435 -0.097 0.047 0.15
H 0.58300 1.10969 1.46014 -0.705 -0.193 -0.857 0.18
H 0.92925 1.50445 -1.12263 1.813 -0.687 -0.371 0.18
H 2.15842 0.16449 -0.71727 -1.388 0.355 -0.386 0.20
H 2.27629 1.53652 0.00266 -0.137 0.968 0.426 0.16
```
Forces are in eV/Å.

Calculated values
energy above the lowest of the compared OMol25 structures with the same formula, charge and spin = 775.7 kJ/mol
total charge = +1
SMILES = [H]/N=C\C1=C2[C@H]1[C@H]2[NH3+]

=====

Record 5
The following is a quantum chemistry calculation of a gas-phase ion, C5H7N2 (charge +1) in a non-equilibrium geometry, from OMol25.

The geometry in XYZ format:
```
14
Properties=species:S:1:pos:R:3:forces:R:3:nbo_charge:R:1
C -1.30843 0.55418 -0.88271 2.810 0.215 2.391 -0.11
C -0.48625 1.51688 -1.27258 0.287 -2.635 1.886 -0.04
N 0.85348 1.39537 -1.01940 0.962 0.618 0.502 -0.35
C 1.68641 0.83485 -0.28415 0.952 1.390 -2.080 0.22
N 1.53216 -0.13789 0.79891 0.425 -1.588 0.511 -0.48
C 0.43130 -0.80703 1.02013 0.592 4.657 -5.180 0.37
C -0.83457 -0.51636 0.24526 -1.447 -1.587 -3.202 -0.57
H -2.24395 0.57065 -1.35434 -1.632 -0.810 0.172 0.24
H -0.78456 2.27542 -1.88927 -0.508 1.820 -1.612 0.23
H 2.72300 1.07143 -0.65383 -0.510 -0.993 1.436 0.23
H 2.45361 -0.54873 1.13242 -1.511 0.848 -0.099 0.46
H 0.48445 -1.65138 1.54971 0.011 -3.019 2.523 0.23
H -1.55791 -0.61034 0.99082 -1.706 0.324 1.317 0.27
H -1.16034 -1.46419 -0.36692 1.276 0.759 1.435 0.30
```
Forces are in eV/Å.

Calculated values
energy above the lowest of the compared OMol25 structures with the same formula, charge and spin = 437.5 kJ/mol
total charge = +1
SMILES = C1=CN=C[NH+]=CC1

=====

Record 6
The following is a quantum chemistry calculation of 2 unconnected molecules or ions with the total composition C5H7N2 in a non-equilibrium geometry, from OMol25.

The geometry in XYZ format:
```
14
Properties=species:S:1:pos:R:3:forces:R:3:nbo_charge:R:1
C 1.00368 -0.70021 -0.39343 4.209 -0.564 0.171 0.21
C 1.36151 1.56528 0.62956 1.122 0.809 0.328 0.22
C -0.17112 -0.77380 0.36695 -0.313 -0.793 -0.883 0.41
C -0.85201 -0.67122 1.61288 -2.778 0.540 -1.075 -0.70
C -0.86320 -0.29926 -2.10335 0.841 -3.555 -1.163 -0.43
N -0.16881 -0.65412 -0.94479 -1.529 0.013 2.751 -0.23
N 2.40465 1.99825 0.91623 -1.287 -0.629 -0.171 -0.64
H -1.92363 -1.12522 1.60625 1.709 1.378 -0.122 0.29
H -0.76645 0.47834 1.54326 -0.793 -0.925 0.747 0.33
H -0.35393 -0.99998 2.48634 0.992 -0.318 0.543 0.29
H -1.35253 -1.24237 -2.36458 -0.762 0.307 -0.182 0.26
H -1.51273 0.41713 -1.76956 -1.734 2.264 -0.364 0.25
H -0.10622 -0.23525 -2.86160 0.039 1.265 -0.556 0.27
H 3.30078 2.24244 1.27584 0.284 0.208 -0.024 0.47
```
Forces are in eV/Å.

Calculated values
energy above the lowest of the compared OMol25 structures with the same formula, charge and spin = 713.8 kJ/mol
total charge = +1

=====

Record 7
The following is a quantum chemistry calculation of a gas-phase ion, C5H7N2O (charge +1) in a non-equilibrium geometry, from OMol25.

The geometry in XYZ format:
```
15
Properties=species:S:1:pos:R:3:forces:R:3:nbo_charge:R:1
C 2.38124 0.02266 0.39856 3.949 1.695 1.585 0.02
C 1.56078 -0.17626 -0.50924 -5.014 -0.349 -4.376 0.23
C -0.53606 1.52769 1.05247 0.551 -2.253 1.573 0.45
C -0.08496 0.02277 0.79286 -0.653 1.086 -0.756 0.00
C -0.73701 -0.93413 -1.51822 0.694 -1.936 1.356 -0.39
N 1.24007 -0.20705 1.26301 0.749 -0.656 2.516 -0.51
N 0.06935 0.01438 -0.71914 1.041 -0.316 0.639 -0.43
O -0.85274 2.18559 0.12322 -0.364 0.949 -0.419 -0.46
H -0.49222 1.73959 2.14150 -0.175 0.737 -0.504 0.19
H -0.74229 -0.70893 1.26398 -0.447 0.084 -0.613 0.26
H -0.87765 -0.44622 -2.41979 -0.403 0.479 -2.038 0.23
H -0.30901 -1.97092 -1.65020 -0.335 1.345 0.401 0.26
H -1.64714 -0.92268 -0.94191 -0.688 -0.574 -0.299 0.22
H 1.42272 -1.09206 1.70343 -0.421 -0.326 0.628 0.42
H -0.39509 0.94558 -0.98054 1.516 0.033 0.305 0.48
```
Forces are in eV/Å.

Calculated values
energy above the lowest of the compared OMol25 structures with the same formula, charge and spin = 767.6 kJ/mol
total charge = +1

=====

Record 8
The following is a quantum chemistry calculation of a gas-phase ion, C5H7N2O2 (charge -1) in a non-equilibrium geometry, from OMol25.

The geometry in XYZ format:
```
16
Properties=species:S:1:pos:R:3:forces:R:3:nbo_charge:R:1
C 0.48144 0.74818 2.68625 -1.310 -2.939 -1.142 0.73
C -0.21636 -0.72760 -1.66629 1.886 -0.803 0.454 -0.52
C 0.07231 -2.02216 -0.93692 -1.574 1.667 0.053 -0.34
C -0.98607 0.32552 -0.87686 -0.337 -0.376 1.142 -0.21
C 0.59589 0.34899 1.16844 -0.332 -1.094 -0.143 0.16
N 1.12323 1.22289 0.19068 2.757 2.245 -0.456 -0.53
N -0.22660 0.92031 0.22725 -4.065 0.318 -0.162 -0.34
O -0.08048 -0.03119 3.44839 -0.304 -0.701 0.539 -0.74
O 0.92078 1.84767 2.81237 1.662 3.935 0.986 -0.72
H 0.81803 -0.44664 -2.00068 -0.897 0.854 0.446 0.22
H -0.71772 -0.80756 -2.59705 -0.860 -0.669 -1.111 0.20
H -0.64559 -2.16491 -0.11913 0.806 -0.773 -0.132 0.18
H 1.06280 -2.42519 -1.04080 -0.043 -0.435 0.407 0.17
H -1.42036 1.05788 -1.58310 0.746 0.285 0.432 0.18
H -1.93879 -0.03384 -0.34481 1.411 -0.232 -0.795 0.20
H 1.15750 2.18767 0.63224 0.454 -1.281 -0.518 0.35
```
Forces are in eV/Å.

Calculated values
energy above the lowest of the compared OMol25 structures with the same formula, charge and spin = 655.7 kJ/mol
total charge = -1

=====

Record 9
The following is a quantum chemistry calculation of a gas-phase ion, C5H7N2O3 (charge -1) in a non-equilibrium geometry, from OMol25.

The geometry in XYZ format:
```
17
Properties=species:S:1:pos:R:3:forces:R:3:nbo_charge:R:1
C -3.13205 -0.45534 -0.22019 -0.458 -1.334 3.177 -0.61
C -1.90874 0.28983 0.51309 -1.672 -2.398 -1.521 -0.23
N -0.78582 -0.42336 -0.02443 0.806 1.417 0.044 -0.69
C 0.23187 0.38220 -0.17017 1.690 -1.656 0.078 0.73
O 0.47679 1.58870 -0.12034 -0.455 0.481 0.147 -0.76
N 1.39668 -0.55476 -0.36372 0.618 1.363 -0.620 -0.63
C 2.73907 -0.46150 -0.27687 0.628 -2.499 -0.707 0.52
O 3.49293 -1.45154 -0.28173 -0.816 0.359 -0.350 -0.64
C 3.40061 0.82888 0.01648 -0.976 2.336 3.443 0.35
O 4.59301 1.00776 0.15788 -0.887 -0.208 -1.042 -0.50
H -4.14071 -0.17678 0.15375 0.426 0.145 -0.006 0.17
H -3.21526 -0.46695 -1.28229 0.678 0.555 -0.890 0.20
H -3.03196 -1.57433 0.07050 -0.047 1.719 -0.446 0.19
H -1.87606 1.35063 0.31046 -0.143 0.400 0.174 0.19
H -1.86989 0.02802 1.59278 -0.821 0.631 -0.336 0.17
H 1.01442 -1.43485 -0.61908 0.128 -0.992 0.198 0.41
H 2.61512 1.52339 0.54386 1.300 -0.319 -1.343 0.14
```
Forces are in eV/Å.

Calculated values
energy above the lowest of the compared OMol25 structures with the same formula, charge and spin = 119.2 kJ/mol
total charge = -1
SMILES = CC/N=C(\[O-])NC(=O)C=O

=====

Record 10
The following is a quantum chemistry calculation of a gas-phase ion, C5H7N2S (charge +1) in a non-equilibrium geometry, from OMol25.

The geometry in XYZ format:
```
15
Properties=species:S:1:pos:R:3:forces:R:3:nbo_charge:R:1
C 1.50219 0.98121 -0.16089 3.160 3.010 -1.681 0.01
C 1.10259 2.21013 -0.57397 1.082 -0.677 0.398 -0.44
C -0.66044 0.71804 -0.16285 -0.271 -0.380 -0.226 0.29
C 0.49836 -1.25995 0.35943 -3.957 -0.300 1.555 -0.21
C -1.22466 -1.47418 0.42379 3.834 2.349 -0.694 -0.18
N 0.54425 0.13345 0.03262 -3.893 -0.456 1.012 -0.35
N -1.66133 -0.11489 -0.01078 -2.333 -0.545 0.670 -0.56
S -0.60331 2.35507 -0.67049 -0.064 -0.914 0.465 0.55
H 2.48776 0.59501 -0.22535 0.911 0.149 0.364 0.25
H 1.75548 2.99279 -0.86310 0.288 0.580 -0.150 0.27
H 0.73756 -1.58569 1.36996 0.806 0.754 -0.048 0.23
H 1.03825 -1.79463 -0.34947 0.597 -1.256 -1.315 0.23
H -1.49139 -2.10686 -0.34353 -0.859 -1.924 -1.088 0.22
H -1.37592 -1.78816 1.43814 -0.923 0.169 0.226 0.23
H -2.64938 0.13866 -0.26349 1.621 -0.560 0.513 0.45
```
Forces are in eV/Å.

Calculated values
energy above the lowest of the compared OMol25 structures with the same formula, charge and spin = 69.4 kJ/mol
total charge = +1

=====

Number 1: molecular weight 95.12 g/mol. Number 2: molecular weight 95.12 g/mol. Number 3: molecular weight 95.12 g/mol. Number 4: molecular weight 95.12 g/mol. Number 5: molecular weight 95.12 g/mol. Number 6: molecular weight 95.12 g/mol. Number 7: molecular weight 111.12 g/mol. Number 8: molecular weight 127.12 g/mol. Number 9: molecular weight 143.12 g/mol. Number 10: molecular weight 127.19 g/mol.